Formula: C42H64N4O8S
Source: the Open Molecules 2025 dataset
Level of theory: ωB97M-V/def2-TZVPD

The net charge is 0. For the energy, the calculation gives -77748.9481 eV. The LUMO energy comes out at 0.00149 Ha. As for the SMILES: [H]/N=C(\N)NCCCCN1c2ccc(C[C@H](C)OCc3ccccc3)cc2Sc2cc(CCCO)c(CCCC(=O)O)cc21.COCCOC.COCCOC. The orbital gap comes out at 8.3 eV. As for the multiplicity: 1.

Last column: Mulliken charge in e.
Atoms and positions in Å:
C (6.883485, -1.462854, 2.789493)  -1.2173
C (5.289140, -1.522593, 2.449697)  0.2775
C (4.590685, -0.176436, 3.036468)  -0.8424
C (2.999757, -0.310512, 2.913306)  0.6915
C (2.052545, -0.555565, 4.138638)  -0.8025
C (0.497160, -0.725545, 3.997115)  -0.6190
C (-0.197922, -0.658886, 2.589388)  -0.2875
C (0.779304, -0.409546, 1.374893)  0.5853
C (2.316029, -0.236698, 1.524419)  -0.4456
S (-0.068242, -0.378812, -0.292658)  -0.2611
C (-1.335360, -1.740424, -0.074843)  0.4416
C (-1.647542, -2.694037, -1.249950)  -0.5995
C (-2.680876, -3.835498, -0.992801)  0.2889
C (-2.935166, -4.838557, -2.243757)  -0.6773
C (-3.180891, -4.041155, -3.617627)  -0.4891
C (-1.853016, -3.840582, -4.512501)  -0.6701
O (-1.836494, -2.574290, -5.243071)  -0.4546
C (-3.374628, -3.989870, 0.391300)  0.7323
C (-4.430445, -5.187875, 0.652752)  -0.7023
C (-4.819912, -5.358428, 2.201482)  -0.8104
C (-3.569531, -5.870785, 3.111996)  -0.3239
C (-3.647175, -7.458497, 3.398108)  0.3068
O (-4.713009, -8.000678, 3.807560)  -0.5082
O (-2.521694, -8.333736, 3.246690)  -0.4961
C (-3.028158, -2.974156, 1.545771)  -0.5444
C (-1.979889, -1.819557, 1.349791)  -0.7436
N (-1.657050, -0.860015, 2.460815)  0.1831
C (-2.384781, 0.395025, 2.085215)  -0.4095
C (-1.961073, 1.697815, 2.925980)  -0.4426
C (-1.366169, 2.771727, 1.887559)  -0.1954
C (-0.339206, 3.831431, 2.523075)  -0.5146
N (1.070907, 3.352435, 2.303983)  -0.0639
C (1.671954, 3.975171, 1.093986)  0.3940
N (2.807876, 4.655727, 1.140324)  -0.7229
N (1.057069, 3.856645, -0.276849)  -0.5852
O (5.107974, -1.528774, 1.002443)  -0.2267
C (5.399574, -2.841493, 0.453570)  -0.5505
C (6.136146, -2.574640, -0.961862)  0.5485
C (5.753869, -3.266637, -2.291329)  -0.5207
C (6.523549, -2.882611, -3.606772)  -0.4110
C (7.680283, -1.819742, -3.580004)  -0.3440
C (8.095906, -1.148612, -2.249892)  -0.4631
C (7.318205, -1.537012, -0.952897)  -0.0817
H (7.037075, -1.620757, 3.910920)  0.3971
H (7.443123, -2.326966, 2.262092)  0.3606
H (7.339388, -0.495923, 2.383134)  0.2635
H (4.905379, -2.476431, 2.947666)  0.2876
H (4.819356, -0.203086, 4.170614)  0.3039
H (5.028112, 0.736648, 2.513591)  0.3320
H (2.459137, -0.655404, 5.212002)  0.2089
H (-0.158275, -0.936897, 4.921830)  0.3597
H (2.904198, -0.070301, 0.555240)  0.2973
H (-1.101637, -2.521286, -2.234448)  0.0679
H (-1.926738, -5.397334, -2.371111)  0.3577
H (-3.715411, -5.639050, -2.009375)  0.3414
H (-3.626411, -3.018339, -3.369705)  0.3767
H (-3.890985, -4.695657, -4.254987)  0.2863
H (-0.876207, -3.886350, -3.921111)  0.3123
H (-1.805285, -4.654937, -5.331650)  0.3061
H (-1.756782, -1.815297, -4.626195)  0.3006
H (-5.338306, -5.043645, -0.039555)  0.4012
H (-3.882483, -6.151860, 0.338913)  0.2922
H (-5.165107, -4.365353, 2.684522)  0.3499
H (-5.730863, -6.060886, 2.291682)  0.3963
H (-3.574935, -5.307729, 4.122195)  0.3389
H (-2.555616, -5.597074, 2.625771)  0.3467
H (-2.236527, -8.357841, 2.305172)  0.3317
H (-3.525481, -3.042572, 2.581053)  0.1293
H (-3.504338, 0.197611, 2.308322)  0.3892
H (-2.336256, 0.666306, 0.975179)  0.2699
H (-2.939609, 2.159931, 3.338247)  0.3652
H (-1.304675, 1.495516, 3.836129)  0.3022
H (-0.922962, 2.292707, 0.931206)  0.0478
H (-2.274033, 3.385858, 1.506970)  0.2965
H (-0.441245, 4.798578, 1.892775)  0.1503
H (-0.564842, 4.128410, 3.599873)  0.1902
H (1.057916, 2.323753, 2.170199)  0.0883
H (3.028404, 5.002870, 0.184707)  0.3311
H (0.042324, 4.025047, -0.237255)  0.2946
H (1.276024, 2.927576, -0.679068)  0.2578
H (4.418201, -3.412750, 0.253215)  0.2458
H (6.026516, -3.507017, 1.136598)  0.3602
H (4.915414, -4.048946, -2.298301)  0.2727
H (6.297049, -3.354516, -4.618108)  0.3065
H (8.240188, -1.550910, -4.539458)  0.2962
H (8.929948, -0.367256, -2.184804)  0.3088
H (7.606675, -1.056817, 0.049349)  0.0631
C (-2.450987, 1.472036, -6.249101)  -0.6761
O (-1.051846, 1.267539, -6.107448)  -0.3857
C (-0.617463, 0.052030, -6.715855)  -0.2105
C (0.047466, 0.313362, -8.064490)  -0.6863
O (-0.893276, 0.797180, -9.020474)  -0.3784
C (-0.798986, 2.202190, -9.208934)  -0.7073
H (-2.675856, 2.501117, -5.962301)  0.2531
H (-2.781804, 1.318127, -7.278303)  0.3263
H (-2.994018, 0.795204, -5.581568)  0.2584
H (-1.448562, -0.652957, -6.818860)  0.2783
H (0.120954, -0.394984, -6.042884)  0.3433
H (0.438874, -0.633510, -8.451081)  0.3701
H (0.888725, 1.006926, -7.958325)  0.3540
H (0.096746, 2.438545, -9.790625)  0.3200
H (-0.771800, 2.739232, -8.257189)  0.3124
H (-1.676808, 2.530814, -9.767953)  0.2385
C (-4.071995, 8.187312, 5.235240)  -0.6696
O (-2.910129, 8.900672, 4.834735)  -0.3793
C (-1.708812, 8.197842, 5.144873)  -0.6549
C (-1.127960, 7.518604, 3.907761)  -0.5171
O (-1.972636, 6.463905, 3.451385)  -0.1595
C (-2.750142, 6.844073, 2.324806)  -0.9308
H (-4.940458, 8.667321, 4.780209)  0.2410
H (-4.041050, 7.145178, 4.910096)  0.2567
H (-4.176978, 8.231662, 6.323819)  0.3308
H (-1.875856, 7.472059, 5.947938)  0.3184
H (-0.989934, 8.939583, 5.506276)  0.4008
H (-0.166887, 7.066398, 4.175193)  0.3384
H (-0.946513, 8.246857, 3.110080)  0.4090
H (-2.115942, 6.885721, 1.434086)  0.3302
H (-3.237594, 7.810842, 2.474630)  0.4491
H (-3.521080, 6.086634, 2.171223)  0.2214

Atomic forces in eV per Å
C -0.42 -0.62 -0.52
C 1.48 1.08 0.47
C -0.95 -1.92 0.56
C -3.64 -0.05 -0.55
C -1.55 0.00 -2.64
C 1.72 0.30 -3.14
C 4.83 0.27 0.94
C 0.21 -0.49 2.97
C -2.21 -0.54 2.21
S -0.04 -1.30 1.43
C -1.29 -1.46 1.05
C -1.79 -0.10 4.26
C 0.71 1.72 1.37
C 1.43 0.42 0.71
C -0.01 -0.68 -0.13
C 0.21 0.02 -0.19
O -0.24 -0.53 0.79
C 1.94 2.48 -0.17
C 1.16 0.40 0.13
C -0.25 0.30 0.36
C 0.46 -0.33 -0.27
C -3.32 -1.92 1.11
O 4.32 2.58 -1.54
O -1.26 1.65 -0.70
C 1.87 0.74 -2.65
C -1.21 -3.55 -2.89
N 1.00 -0.39 -2.44
C -1.69 1.34 0.83
C -0.80 0.38 -0.69
C -0.81 1.00 0.35
C -0.36 0.27 -1.81
N 0.22 0.69 -1.21
C 2.45 1.25 -0.77
N -3.03 -1.94 0.20
N 0.04 -0.34 1.47
O 0.41 -1.58 1.44
C -0.16 -0.16 -2.00
C 2.07 0.84 -2.38
C 2.68 2.54 0.05
C 1.36 1.87 3.11
C -1.74 -1.04 3.07
C -3.22 -2.64 0.37
C -0.76 -1.36 -2.90
H -0.12 0.54 -1.52
H -0.97 1.31 0.81
H -0.68 -1.21 0.87
H 0.00 1.32 -0.75
H -0.20 0.42 -1.87
H -0.75 -1.21 0.76
H -0.52 0.28 -2.02
H 1.26 0.43 -1.67
H -0.82 -0.33 1.77
H -0.91 -0.45 1.58
H -1.62 0.66 0.26
H 0.92 1.39 -0.36
H 0.44 -1.46 -0.57
H 0.86 1.44 1.04
H -1.39 -0.24 -0.46
H -0.07 1.36 1.38
H -0.09 -0.87 -0.33
H 1.29 -0.25 1.22
H -0.97 1.31 0.33
H 0.49 -1.52 -1.10
H 1.67 0.91 -0.05
H -0.10 -1.23 -1.50
H -1.69 -0.53 0.65
H -0.13 0.35 0.87
H 0.90 0.05 -1.91
H 1.82 0.09 -0.40
H 0.18 -0.60 1.44
H 1.64 -0.77 -0.53
H -0.63 0.10 -1.46
H -0.47 0.59 1.79
H 1.32 -1.03 0.54
H 0.07 -1.35 1.25
H 0.37 -0.69 -1.40
H 0.13 0.82 0.10
H -0.48 -0.41 0.73
H 0.62 -0.54 -0.10
H -0.49 0.74 0.40
H 1.35 0.88 0.29
H -0.62 1.13 -0.85
H 1.43 1.38 -0.09
H 0.15 0.62 1.73
H -1.02 -0.50 1.54
H -1.41 -1.39 -0.22
H -0.55 -0.79 -1.82
C 0.15 0.10 0.13
O -0.26 -0.10 -0.22
C 0.37 0.35 -0.04
C -0.42 -0.34 -0.02
O 0.15 0.27 0.24
C -0.09 -0.12 -0.08
H 0.11 -0.08 0.04
H 0.01 -0.06 0.00
H -0.13 -0.02 -0.07
H 0.07 0.07 -0.09
H 0.01 -0.05 -0.04
H 0.01 0.02 0.05
H -0.09 0.01 0.06
H 0.04 0.12 0.03
H 0.04 -0.03 -0.01
H 0.06 -0.12 0.00
C 0.01 0.21 -0.04
O -0.05 -0.40 0.07
C 0.07 0.36 -0.44
C -0.05 -0.35 0.45
O -0.17 0.37 -0.11
C 0.02 -0.17 0.09
H 0.13 0.05 0.03
H 0.04 -0.02 0.02
H -0.06 -0.10 0.02
H -0.01 -0.04 -0.11
H 0.03 -0.04 0.00
H 0.00 0.04 -0.02
H -0.09 0.01 0.08
H -0.04 0.09 -0.10
H 0.05 -0.01 -0.01
H 0.10 -0.02 0.06